# 1
{"formula": "C2H2NO2", "method": "the ωB97M-V functional and the def2-TZVPD basis", "species": ["C", "C", "N", "O", "O", "H", "H"], "coordinates": [[0.604, 0.839, -0.284], [-0.350, -0.890, 0.309], [0.790, -0.238, 0.444], [-0.564, 0.875, -0.851], [-1.200, -0.294, -0.442], [1.311, 1.656, -0.387], [-0.592, -1.948, 1.211]], "atomic_forces_ev_per_a": [[0.6, -0.6, 0.7], [0.7, -3.3, 4.5], [0.3, 0.0, 0.0], [-0.3, 0.8, -0.7], [-1.2, -0.3, -0.4], [-0.3, 0.1, -0.3], [0.3, 3.4, -3.7]], "relative_energy_kj_mol": 420.9, "gap_ev": 11.7, "charge": 1, "spin_multiplicity": 1}

---

# 2
{"formula": "C67H62F17N3O20", "method": "the ωB97M-V functional and the def2-TZVPD basis", "species": ["C", "C", "N", "C", "O", "C", "C", "C", "C", "F", "F", "C", "F", "F", "C", "F", "F", "C", "F", "F", "C", "F", "F", "C", "F", "F", "C", "F", "F", "C", "F", "F", "F", "C", "O", "C", "O", "C", "C", "N", "C", "C", "C", "O", "N", "C", "C", "O", "C", "C", "O", "H", "H", "H", "H", "H", "H", "H", "H", "H", "H", "H", "H", "H", "H", "H", "H", "H", "H", "H", "H", "H", "H", "H", "H", "H", "H", "H", "H", "H", "H", "H", "H", "H", "H", "O", "C", "C", "C", "C", "O", "C", "C", "H", "H", "H", "H", "O", "C", "C", "C", "C", "O", "C", "C", "H", "H", "H", "H", "O", "C", "C", "C", "C", "O", "C", "C", "H", "H", "H", "H", "O", "C", "C", "C", "C", "O", "C", "C", "H", "H", "H", "H", "O", "C", "C", "C", "C", "O", "C", "C", "H", "H", "H", "H", "O", "C", "C", "C", "C", "O", "C", "C", "H", "H", "H", "H", "O", "C", "C", "C", "C", "O", "C", "C", "H", "H", "H", "H"], "coordinates": [[0.839, -5.478, 4.194], [1.216, -4.716, 5.464], [2.310, -3.764, 5.168], [1.801, -2.459, 4.759], [2.448, -2.081, 3.557], [2.434, -0.697, 3.287], [3.292, 0.150, 4.264], [4.473, -0.631, 4.846], [5.290, 0.135, 5.884], [6.089, 1.011, 5.224], [6.126, -0.742, 6.483], [4.443, 0.913, 6.924], [4.122, 2.078, 6.358], [3.344, 0.227, 7.256], [5.198, 1.176, 8.266], [5.218, 0.017, 8.937], [6.470, 1.503, 8.027], [4.558, 2.337, 9.100], [5.129, 3.461, 8.678], [3.240, 2.415, 8.890], [4.741, 2.166, 10.628], [6.013, 1.838, 10.870], [4.011, 1.130, 11.068], [4.380, 3.436, 11.471], [5.544, 4.023, 11.795], [3.686, 4.350, 10.794], [3.662, 3.145, 12.816], [4.310, 2.250, 13.543], [3.727, 4.292, 13.517], [2.136, 2.782, 12.700], [1.921, 1.654, 13.371], [1.374, 3.710, 13.233], [1.744, 2.582, 11.450], [1.007, -0.134, 3.062], [0.713, -0.386, 1.680], [0.193, -1.678, 1.438], [-1.129, -1.554, 0.977], [-1.310, -2.376, -0.176], [-2.728, -2.119, -0.701], [-2.780, -0.836, -1.412], [-3.606, -0.896, -2.612], [-5.115, -0.894, -2.316], [-5.814, 0.426, -2.694], [-5.679, -1.946, -3.113], [0.942, 1.326, 3.231], [0.226, 1.960, 2.130], [1.022, 2.543, 0.963], [-0.953, 2.039, 2.103], [0.335, 1.740, 4.490], [-1.010, 1.234, 4.984], [0.914, 2.546, 5.138], [0.651, -4.763, 3.378], [-0.050, -6.095, 4.361], [1.662, -6.149, 3.932], [1.626, -5.429, 6.188], [0.345, -4.241, 5.939], [2.779, -3.620, 6.056], [0.725, -2.580, 4.557], [1.921, -1.742, 5.585], [2.923, -0.582, 2.313], [2.672, 0.639, 5.016], [3.701, 0.952, 3.652], [4.198, -1.584, 5.306], [5.153, -0.889, 4.028], [0.232, -0.656, 3.633], [0.809, -2.120, 0.643], [0.256, -2.344, 2.308], [-1.136, -3.440, 0.030], [-0.629, -2.024, -0.976], [-2.987, -2.969, -1.350], [-3.396, -2.043, 0.164], [-1.842, -0.538, -1.648], [-3.377, -0.035, -3.239], [-3.390, -1.815, -3.186], [-5.284, -1.114, -1.253], [-5.356, 0.863, -3.596], [-5.776, 1.159, -1.883], [-6.872, 0.247, -2.933], [-6.631, -1.824, -3.187], [2.030, 2.126, 0.995], [0.999, 3.634, 1.017], [0.473, 2.239, 0.071], [-1.854, 1.656, 4.439], [-1.092, 0.142, 4.946], [-1.085, 1.497, 6.040], [-3.799, 2.101, -3.880], [-3.424, 3.249, -4.026], [-2.691, 3.641, -5.247], [-2.270, 4.888, -5.434], [-2.524, 5.940, -4.418], [-2.144, 7.080, -4.583], [-3.260, 5.544, -3.189], [-3.679, 4.293, -3.007], [-2.519, 2.852, -5.965], [-1.730, 5.192, -6.322], [-3.434, 6.324, -2.460], [-4.218, 3.983, -2.121], [6.120, 6.929, 3.828], [5.788, 5.850, 3.388], [6.793, 4.812, 3.052], [6.427, 3.628, 2.567], [5.001, 3.298, 2.343], [4.667, 2.215, 1.903], [3.995, 4.333, 2.678], [4.359, 5.517, 3.163], [7.830, 5.072, 3.224], [7.145, 2.857, 2.317], [2.958, 4.070, 2.509], [3.641, 6.285, 3.416], [-1.547, 1.881, -7.860], [-0.893, 0.927, -7.486], [-1.382, 0.048, -6.395], [-0.664, -0.993, -5.979], [0.647, -1.317, -6.588], [1.304, -2.267, -6.210], [1.135, -0.435, -7.679], [0.421, 0.607, -8.095], [-2.342, 0.301, -5.958], [-1.001, -1.646, -5.183], [2.097, -0.687, -8.109], [0.759, 1.263, -8.888], [5.139, -5.218, -1.599], [4.129, -5.127, -0.935], [2.812, -5.547, -1.476], [1.703, -5.446, -0.748], [1.738, -4.910, 0.633], [0.729, -4.814, 1.301], [3.052, -4.489, 1.177], [4.162, -4.591, 0.449], [2.809, -5.936, -2.487], [0.733, -5.745, -1.125], [3.054, -4.098, 2.190], [5.131, -4.291, 0.825], [-6.755, -2.875, -9.884], [-6.103, -2.364, -8.997], [-5.534, -3.178, -7.895], [-4.821, -2.617, -6.921], [-4.568, -1.158, -6.899], [-3.915, -0.649, -6.010], [-5.135, -0.344, -7.998], [-5.847, -0.904, -8.972], [-5.731, -4.242, -7.930], [-4.398, -3.192, -6.106], [-4.938, 0.721, -7.961], [-6.271, -0.327, -9.784], [6.333, -0.851, -2.637], [5.141, -0.842, -2.416], [4.180, -1.488, -3.346], [2.871, -1.475, -3.106], [2.320, -0.815, -1.897], [1.127, -0.801, -1.669], [3.278, -0.171, -0.967], [4.586, -0.183, -1.207], [4.602, -1.964, -4.222], [2.155, -1.940, -3.772], [2.852, 0.304, -0.091], [5.301, 0.282, -0.539], [-11.954, -1.622, -13.407], [-11.303, -1.114, -12.519], [-10.734, -1.927, -11.417], [-10.022, -1.367, -10.443], [-9.766, 0.093, -10.418], [-9.114, 0.604, -9.530], [-10.334, 0.907, -11.519], [-11.046, 0.348, -12.494], [-10.930, -2.991, -11.453], [-9.598, -1.944, -9.631], [-10.137, 1.971, -11.483], [-11.469, 0.924, -13.307]], "atomic_forces_ev_per_a": [[-0.2, 0.4, 0.4], [0.5, -0.7, -0.2], [-0.6, 0.5, 0.8], [-0.4, -1.0, -0.1], [-0.1, 0.2, 0.2], [0.6, 0.9, 0.3], [-0.2, -0.1, -0.1], [-0.3, -0.1, 0.2], [-0.2, -0.7, -1.4], [0.1, 0.6, 0.2], [0.0, -0.1, 0.5], [1.3, 0.1, 0.5], [-0.4, 0.5, -0.1], [-0.5, -0.3, -0.2], [-0.1, -0.2, -0.3], [-0.3, -0.2, 0.4], [0.3, 0.3, -0.2], [-0.1, -0.6, 0.2], [0.2, 0.6, 0.1], [-0.5, -0.1, -0.2], [0.3, -0.1, 0.1], [0.5, 0.2, 0.0], [-0.7, -0.1, -0.1], [0.8, 0.0, 0.3], [0.3, 0.0, 0.1], [-0.6, 0.0, -0.3], [-0.5, 0.9, 0.1], [0.4, -0.8, -0.2], [-0.1, 0.5, -0.1], [0.0, -0.8, 0.3], [0.0, -0.4, 0.2], [-0.2, 0.6, 0.1], [0.1, 0.1, -0.6], [0.3, -0.3, -1.4], [-0.2, -0.4, 0.7], [0.0, 0.2, -0.8], [0.8, -0.5, 0.1], [-0.9, 0.7, -0.7], [0.7, 0.3, 0.4], [-0.3, -0.2, -0.1], [0.1, 0.0, 0.0], [-0.5, 0.3, -0.3], [0.1, -0.1, -0.3], [0.1, -0.3, -0.1], [-0.4, -0.3, 0.1], [1.0, 0.2, -1.3], [0.0, -0.9, 0.8], [-1.7, 0.3, 0.6], [-0.9, -0.4, -0.2], [0.1, -0.8, 0.3], [0.9, 1.1, 0.6], [0.0, -0.5, 0.4], [0.0, 0.1, -0.1], [-0.1, 0.2, -0.2], [-0.2, 0.1, 0.0], [0.1, 0.0, -0.1], [0.3, -0.1, -0.2], [0.1, 0.2, 0.1], [0.1, 0.3, -0.4], [-0.1, -0.3, 0.0], [0.1, -0.2, 0.1], [-0.1, 0.2, 0.1], [-0.2, 0.2, 0.0], [0.1, 0.1, 0.2], [0.3, 0.2, 0.3], [0.0, 0.1, 0.1], [-0.1, 0.3, 0.1], [-0.1, 0.2, 0.2], [0.0, -0.4, 0.4], [-0.2, 0.2, 0.1], [-0.1, -0.5, -0.2], [-0.1, 0.0, 0.0], [0.1, -0.2, 0.0], [-0.1, 0.1, 0.0], [0.1, 0.0, -0.1], [-0.4, -0.4, 0.6], [0.1, 0.0, -0.1], [0.1, -0.1, 0.3], [0.1, 0.1, 0.1], [0.0, 0.4, -0.3], [0.2, -0.1, 0.1], [0.2, 0.0, 0.0], [0.3, 0.0, -0.2], [-0.1, 0.2, -0.2], [0.0, 0.2, -0.1], [0.4, 0.6, 0.0], [0.0, -0.2, -0.1], [0.1, 0.1, -0.1], [0.0, 0.0, 0.0], [0.0, 0.1, 0.0], [0.0, 0.0, 0.0], [0.0, -0.1, 0.0], [0.0, 0.1, 0.1], [0.0, 0.0, -0.1], [0.0, 0.0, 0.0], [0.0, 0.0, 0.0], [0.0, 0.0, 0.0], [0.0, 0.0, 0.0], [0.0, 0.1, 0.1], [0.0, -0.1, 0.0], [0.1, 0.0, 0.0], [0.0, 0.0, 0.0], [0.0, -0.1, -0.1], [-0.1, 0.1, 0.0], [-0.1, -0.1, 0.0], [0.0, 0.0, 0.0], [0.0, 0.0, 0.0], [0.0, -0.1, 0.0], [0.0, 0.0, 0.0], [0.1, 0.0, 0.0], [0.0, -0.1, 0.1], [0.3, 0.3, 0.1], [0.0, 0.0, 0.0], [0.0, -0.1, 0.0], [0.0, 0.1, 0.0], [0.0, 0.1, -0.1], [0.1, 0.0, -0.1], [0.4, 0.1, -0.1], [0.0, 0.0, 0.0], [0.0, 0.0, 0.0], [0.0, 0.0, 0.0], [0.0, 0.0, 0.0], [0.1, 0.0, 0.0], [-0.1, 0.0, 0.0], [0.0, 0.0, -0.1], [0.1, 0.0, 0.1], [-0.1, 0.0, -0.5], [0.1, 0.1, 0.1], [-0.1, 0.0, 0.0], [0.0, 0.0, 0.0], [0.0, 0.0, 0.0], [-0.1, 0.0, 0.0], [0.0, 0.0, 0.0], [0.0, 0.0, 0.0], [0.0, 0.0, 0.0], [0.0, 0.0, 0.1], [0.0, -0.1, 0.0], [-0.1, 0.0, 0.1], [-0.7, -0.3, 0.0], [0.0, 0.0, -0.1], [0.0, 0.1, 0.0], [0.0, 0.0, 0.0], [0.0, 0.1, 0.0], [0.0, 0.0, 0.0], [0.0, 0.0, 0.0], [-0.1, 0.0, 0.0], [0.1, 0.0, 0.0], [-0.1, 0.0, 0.0], [0.0, 0.0, 0.0], [0.0, 0.0, 0.1], [0.0, 0.0, -0.1], [0.1, 0.0, 0.1], [0.0, 0.0, 0.1], [0.0, 0.0, 0.0], [0.0, 0.0, 0.0], [0.0, 0.0, 0.0], [0.0, 0.0, 0.0], [0.0, 0.0, 0.0], [0.0, -0.1, -0.1], [0.0, 0.0, 0.1], [0.0, -0.1, 0.0], [0.0, 0.0, 0.1], [0.0, 0.0, 0.0], [0.0, 0.0, -0.1], [0.0, 0.1, 0.0], [0.0, 0.0, 0.0], [0.0, 0.0, 0.0], [0.0, 0.0, 0.0], [0.0, 0.0, 0.0]], "gap_ev": 6.6, "charge": 0, "smiles": "CCNCO[C@H](CCC(F)(F)C(F)(F)C(F)(F)C(F)(F)C(F)(F)C(F)(F)C(F)(F)C(F)(F)F)[C@H](OCOCCNC[C@@H](C)O)N(C(C)=O)C(C)=O.O=C1C=CC(=O)C=C1.O=C1C=CC(=O)C=C1.O=C1C=CC(=O)C=C1.O=C1C=CC(=O)C=C1.O=C1C=CC(=O)C=C1.O=C1C=CC(=O)C=C1.O=C1C=CC(=O)C=C1", "spin_multiplicity": 1}

---

# 3
{"formula": "C16H19CrN3O4Si", "method": "the ωB97M-V functional and the def2-TZVPD basis", "species": ["Cr", "O", "C", "O", "C", "C", "C", "C", "C", "N", "C", "O", "O", "H", "H", "H", "H", "C", "C", "C", "C", "C", "C", "N", "N", "Si", "C", "C", "C", "H", "H", "H", "H", "H", "H", "H", "H", "H", "H", "H", "H", "H", "H", "H"], "coordinates": [[-0.010, 2.394, 0.185], [2.692, -0.511, 0.194], [1.460, 0.130, 0.262], [1.455, 1.347, -0.386], [1.133, 0.403, 1.744], [1.495, -0.276, 2.892], [1.162, 0.296, 4.117], [0.508, 1.526, 4.176], [0.183, 2.137, 2.986], [0.486, 1.552, 1.830], [-0.481, 3.475, 2.708], [-0.902, 4.199, 3.556], [-0.488, 3.694, 1.391], [3.316, 0.085, -0.239], [2.044, -1.205, 2.828], [1.440, -0.208, 5.032], [0.274, 2.011, 5.114], [-2.494, 2.877, -1.186], [-2.349, 1.392, -0.946], [-3.391, 0.510, -1.073], [-3.162, -0.835, -0.770], [-1.896, -1.268, -0.458], [-0.832, -0.356, -0.438], [-1.110, 0.971, -0.577], [0.461, -0.800, -0.299], [1.145, -1.965, -1.570], [1.756, -3.432, -0.580], [-0.274, -2.462, -2.712], [2.335, -1.034, -2.700], [-2.999, 3.056, -2.134], [-1.519, 3.384, -1.257], [-3.083, 3.357, -0.404], [-4.368, 0.856, -1.380], [-3.983, -1.540, -0.785], [-1.688, -2.301, -0.225], [0.916, -3.931, -0.093], [2.471, -3.132, 0.185], [2.238, -4.171, -1.226], [-1.002, -3.134, -2.261], [0.149, -2.986, -3.573], [-0.807, -1.592, -3.101], [3.378, -1.268, -2.486], [2.195, 0.043, -2.595], [2.147, -1.289, -3.743]], "atomic_forces_ev_per_a": [[1.5, -0.1, -0.8], [0.0, 0.0, -0.2], [-0.5, -0.4, 0.6], [-0.6, 1.0, 0.1], [0.2, 0.1, -0.3], [0.0, 0.0, 0.1], [0.0, 0.0, -0.1], [0.0, 0.1, 0.0], [-0.2, 0.0, -0.2], [-0.2, -0.5, 0.7], [0.2, -0.4, 0.9], [0.0, 0.0, -0.3], [-0.2, 0.0, -0.8], [0.0, 0.1, 0.0], [0.0, 0.0, 0.0], [0.0, 0.0, 0.0], [0.0, 0.0, 0.0], [-0.1, -0.3, 0.1], [0.0, 0.1, 0.1], [0.0, -0.1, -0.1], [0.0, 0.1, 0.0], [0.1, 0.1, -0.1], [-0.2, 0.0, 0.1], [-0.5, -0.2, 0.3], [0.4, 0.2, -0.4], [-0.2, -0.2, -0.1], [0.1, 0.1, -0.4], [0.1, 0.0, 0.3], [0.0, -0.2, 0.3], [0.1, 0.0, 0.0], [-0.1, 0.1, -0.1], [0.1, 0.0, 0.0], [0.0, 0.0, 0.0], [0.0, 0.0, 0.0], [0.0, 0.0, 0.0], [0.0, 0.1, 0.0], [0.0, 0.0, 0.0], [0.0, 0.0, 0.0], [0.0, 0.0, 0.0], [0.1, 0.0, 0.0], [0.0, 0.0, 0.0], [0.0, 0.0, 0.0], [0.0, 0.0, 0.0], [-0.1, -0.1, 0.0]], "gap_ev": [7.8, 8.2], "charge": 1, "spin_multiplicity": 2, "s_squared": 0.773}

---

# 4
{"formula": "C3H6S3", "method": "the ωB97M-V functional and the def2-TZVPD basis", "species": ["C", "S", "C", "S", "C", "S", "H", "H", "H", "H", "H", "H"], "coordinates": [[2.644, -0.492, -0.422], [1.019, -1.217, 0.127], [0.129, 0.228, 0.220], [0.723, 1.650, -0.056], [-1.139, 0.116, 0.931], [-2.627, -0.368, -0.361], [3.492, -1.300, -0.185], [2.836, 0.139, 0.455], [2.612, 0.026, -1.384], [-1.043, -0.777, 1.533], [-1.568, 1.113, 1.342], [-1.985, 0.640, -1.497]], "atomic_forces_ev_per_a": [[1.2, -2.2, 2.6], [1.4, -0.7, -1.1], [-0.3, -0.7, 1.0], [0.9, 3.2, -1.1], [-3.5, 0.4, -1.2], [3.3, 2.7, -1.5], [-2.0, 1.3, -1.4], [0.0, 0.7, -0.8], [0.2, -0.4, 0.3], [-0.8, 0.2, 0.8], [1.3, -2.1, -0.3], [-1.6, -2.4, 2.7]], "relative_energy_kj_mol": 217.1, "gap_ev": 8.3, "charge": 0, "smiles": "CSC(=S)CS", "spin_multiplicity": 1}

---

# 5
{"formula": "C3H2CuO2", "method": "the ωB97M-V functional and the def2-TZVPD basis", "species": ["H", "O", "O", "C", "C", "C", "H", "Cu"], "coordinates": [[1.583, -0.812, -1.287], [-0.036, -1.062, 0.089], [-1.548, 0.535, 1.125], [1.005, -0.349, -0.480], [0.398, 0.936, -0.411], [-0.780, 0.428, 0.156], [0.556, 1.827, -1.011], [-1.179, -1.504, 1.821]], "atomic_forces_ev_per_a": [[0.2, 0.1, 0.6], [-0.8, -0.3, 0.6], [-0.5, -0.4, -0.2], [-0.9, 1.5, -0.9], [0.9, -0.8, -1.4], [0.8, -0.9, 1.3], [0.1, 0.0, 0.6], [0.3, 0.8, -0.6]], "relative_energy_kj_mol": 80.2, "gap_ev": [5.1, 6.9], "charge": 0, "spin_multiplicity": 2, "s_squared": 0.786}

---

Number 1: largest force on an atom 5.6 eV Å⁻¹. Number 2: largest force on an atom 1.8 eV Å⁻¹. Number 3: largest force on an atom 1.7 eV Å⁻¹. Number 4: largest force on an atom 4.5 eV Å⁻¹. Number 5: largest force on an atom 2.0 eV Å⁻¹.